DFT (ωB97M-V/def2-TZVPD) results for a structure of composition C28H36LaP2Si at a distorted geometry.

## Properties
LUMO level ... -3.4 eV
Max |F| ... 1.987 eV/Å
Total charge ... +1
Energy relative to the best compared isomer or geometry (same formula, charge and spin) ... 0.00 kcal/mol
Multiplicity ... 1

Geometry as XYZ:
```
68
C28H36LaP2Si, DFT ωB97M-V/def2-TZVPD
H -3.747 -2.813 -0.697
C 3.579 2.631 1.370
C -3.906 -3.007 -4.024
C 3.443 1.494 -1.268
H 1.049 -3.475 0.231
P 1.762 1.538 3.216
H -6.194 0.511 -1.974
H 2.634 0.975 5.386
H 6.626 4.148 1.624
C 1.649 -2.729 0.759
H -1.556 -0.978 -0.502
C -4.673 -2.235 -0.635
H 2.631 4.279 -0.846
H -0.988 -1.232 -3.944
Si -3.570 -0.551 -2.656
H 4.167 2.480 4.739
C 0.419 2.745 2.861
C -6.055 -0.372 -1.347
H 0.767 3.736 3.180
C -3.462 -4.132 -4.725
H 0.128 2.784 1.800
H 6.259 3.572 4.024
C -3.012 -1.965 -3.710
H 1.293 4.207 0.340
H -0.195 -3.257 -5.157
C 1.802 1.585 5.017
C 2.610 -1.852 0.162
C -6.833 -1.859 0.407
C -1.682 -2.047 -4.162
H 2.914 -1.122 3.440
C -0.640 -0.542 -0.955
H 1.915 2.618 5.373
C 3.323 2.387 2.749
H 2.801 1.176 -2.100
H -4.163 -4.939 -4.951
H -0.711 0.546 -1.131
H -3.981 0.582 -3.521
H 4.048 0.638 -0.947
C 1.647 -2.495 2.174
C -1.237 -3.184 -4.845
C -4.871 -1.121 -1.471
P 2.364 2.046 0.100
C 2.614 -1.473 2.452
H 4.911 3.568 -0.061
H -2.504 0.067 -1.864
C -5.652 -2.599 0.298
H 1.056 -3.029 2.920
C -2.124 -4.235 -5.119
H 2.882 -1.810 -0.894
H -1.770 -5.130 -5.632
H -7.956 -0.171 -0.346
H -7.590 -2.138 1.141
H 1.063 3.529 -1.300
H 4.102 2.305 -1.599
C 4.739 3.308 0.987
C 5.712 3.645 1.939
C -7.035 -0.749 -0.426
H -5.487 -3.463 0.946
H 0.860 1.170 5.396
C 4.313 2.708 3.684
C 5.500 3.329 3.283
H -0.317 -1.087 -1.851
H -4.947 -2.951 -3.698
C 1.784 3.678 -0.487
H 4.039 -0.375 1.101
C 3.209 -1.075 1.208
La 0.712 -0.245 1.092
H -0.467 2.454 3.445
```